[1]
{
  "formula": "C15H24BrGeN6SeY",
  "method": "ωB97M-V with the def2-TZVPD basis set",
  "elements": ["Y", "C", "C", "C", "C", "N", "C", "N", "N", "N", "H", "H", "H", "H", "H", "H", "H", "H", "H", "H", "Br", "C", "C", "C", "C", "C", "N", "H", "H", "H", "H", "Se", "C", "N", "C", "Ge", "C", "C", "C", "H", "H", "H", "H", "H", "H", "H", "H", "H", "H"],
  "xyz": [[0.916, -0.528, 0.803], [-2.433, -1.066, -4.466], [-2.707, 0.443, -4.369], [-1.496, 1.260, -4.738], [-3.177, 0.809, -2.951], [-2.173, 0.562, -1.934], [-1.332, 1.423, -1.324], [-0.784, 0.808, -0.328], [-1.231, -0.465, -0.371], [-2.035, -0.617, -1.344], [-2.145, -1.331, -5.472], [-3.289, -1.647, -4.165], [-1.591, -1.322, -3.791], [-3.538, 0.740, -5.021], [-0.605, 1.011, -4.173], [-1.682, 2.328, -4.540], [-1.263, 1.198, -5.806], [-4.070, 0.235, -2.679], [-3.418, 1.867, -2.883], [-1.193, 2.455, -1.623], [1.039, -2.289, -1.764], [2.276, -3.032, -0.495], [3.124, -4.108, -0.736], [3.939, -4.494, 0.337], [3.913, -3.828, 1.565], [3.017, -2.785, 1.686], [2.215, -2.446, 0.676], [3.140, -4.625, -1.682], [4.620, -5.321, 0.185], [4.523, -4.113, 2.408], [2.867, -2.248, 2.619], [1.930, 2.020, -2.890], [2.118, 1.360, -1.287], [2.277, 0.936, -0.225], [-0.796, 1.269, 5.630], [0.068, 1.341, 3.825], [1.676, 2.482, 4.123], [-1.226, 2.522, 2.883], [0.420, -0.203, 2.829], [-0.843, 2.304, 6.022], [-0.290, 0.629, 6.359], [-1.850, 0.977, 5.488], [1.329, 3.511, 4.358], [2.329, 2.586, 3.244], [2.276, 2.133, 4.993], [-1.355, 3.413, 3.493], [-2.190, 2.008, 2.823], [-0.933, 2.837, 1.876], [-0.367, -0.998, 2.833]],
  "atomic_forces_ev_per_a": [[-0.8, 0.9, 1.2], [0.6, 0.6, 0.5], [-0.2, -0.3, 0.4], [0.1, 1.0, -0.4], [-0.3, -0.3, -0.6], [0.6, 0.3, 0.5], [-0.8, 0.6, -0.5], [0.5, 0.0, 0.2], [-0.2, 0.3, -0.4], [-0.9, -0.7, 0.1], [0.1, -0.1, -0.3], [-0.3, -0.3, 0.1], [-0.4, 0.0, -0.4], [0.0, -0.2, 0.0], [0.2, -0.3, 0.1], [0.0, -0.2, -0.1], [0.0, -0.2, 0.2], [0.2, 0.1, 0.0], [0.0, 0.1, 0.0], [0.0, -0.3, 0.2], [0.6, -0.7, -0.2], [0.3, -0.7, -0.1], [-0.1, 0.3, 0.5], [0.1, 0.1, -0.2], [-0.3, 0.0, -0.7], [0.1, -0.6, 0.4], [0.2, 0.1, 0.3], [0.0, 0.0, 0.0], [0.0, -0.1, 0.0], [0.1, -0.1, -0.1], [0.0, 0.1, -0.2], [-0.3, 0.3, -0.9], [0.2, 0.6, -1.1], [0.7, -0.5, 1.6], [-0.3, 0.5, -0.3], [0.0, 0.6, 0.5], [0.1, 0.4, 0.3], [0.0, 0.0, 0.0], [0.2, -0.5, -0.4], [0.2, -0.4, -0.1], [-0.2, 0.0, -0.2], [0.4, -0.2, 0.2], [0.1, -0.5, 0.0], [-0.1, -0.3, 0.2], [-0.3, 0.1, -0.6], [-0.1, 0.2, 0.0], [0.0, 0.0, 0.0], [0.1, -0.1, 0.1], [0.0, 0.1, 0.2]],
  "gap_ev": 5.02,
  "homo_energy_ev": -5.606,
  "total_energy_ev": -217830.3250,
  "charge": 0
}

=====

[2]
{
  "formula": "C26H29F6N2O7P2Zn",
  "method": "ωB97M-V with the def2-TZVPD basis set",
  "elements": ["Zn", "N", "C", "C", "P", "O", "O", "O", "P", "O", "O", "O", "H", "H", "H", "H", "H", "H", "H", "H", "C", "C", "C", "C", "C", "C", "C", "C", "C", "C", "C", "C", "N", "C", "C", "C", "C", "C", "C", "F", "H", "H", "H", "H", "H", "H", "H", "H", "H", "H", "H", "H", "H", "H", "H", "H", "H", "H", "H", "H", "H", "F", "C", "C", "F", "C", "F", "C", "O", "C", "F", "C", "F"],
  "xyz": [[0.343, 0.731, -0.679], [3.596, 0.376, -2.901], [2.665, -0.809, -3.069], [3.204, -1.741, -4.138], [2.581, -1.663, -1.411], [4.151, -1.393, -0.979], [2.378, -3.111, -1.582], [1.742, -0.796, -0.524], [1.021, -0.047, -3.400], [1.267, 0.401, -4.941], [-0.080, -1.010, -3.239], [1.083, 1.210, -2.543], [4.406, 0.111, -2.333], [3.056, 1.109, -2.413], [3.886, 0.737, -3.807], [4.172, -2.153, -3.844], [3.294, -1.228, -5.098], [2.513, -2.575, -4.249], [4.581, -2.232, -0.777], [0.437, 0.647, -5.366], [-3.672, 2.675, 2.285], [-2.231, 2.318, 1.914], [-1.238, 3.269, 2.586], [-1.917, 0.871, 2.248], [-1.989, 0.444, 3.568], [-1.704, -0.866, 3.909], [-1.339, -1.766, 2.922], [-1.260, -1.382, 1.586], [-0.908, -2.410, 0.526], [0.211, -3.351, 0.971], [-2.146, -3.212, 0.115], [-1.555, -0.050, 1.249], [-1.480, 0.387, -0.106], [-2.666, 0.475, -0.775], [-3.897, 0.002, -0.276], [-5.079, 0.121, -0.996], [-5.107, 0.724, -2.241], [-3.913, 1.225, -2.756], [-2.755, 1.102, -2.033], [-1.619, 1.645, -2.545], [-3.897, 3.704, 1.993], [-3.832, 2.591, 3.364], [-4.381, 2.015, 1.783], [-2.123, 2.435, 0.837], [-1.289, 3.185, 3.676], [-1.467, 4.305, 2.320], [-0.221, 3.043, 2.270], [-2.260, 1.154, 4.343], [-1.758, -1.184, 4.944], [-1.113, -2.790, 3.193], [-0.565, -1.879, -0.361], [-0.133, -4.047, 1.743], [1.059, -2.790, 1.366], [0.568, -3.934, 0.122], [-2.559, -3.749, 0.976], [-1.884, -3.945, -0.652], [-2.924, -2.563, -0.288], [-3.910, -0.476, 0.694], [-5.993, -0.272, -0.564], [-6.028, 0.814, -2.802], [-3.869, 1.725, -3.716], [6.134, 0.387, 2.696], [4.946, 0.769, 2.188], [4.872, 1.393, 0.961], [5.993, 1.612, 0.249], [3.649, 1.782, 0.455], [3.639, 2.377, -0.767], [2.428, 1.559, 1.107], [1.280, 1.904, 0.607], [2.555, 0.932, 2.363], [1.449, 0.672, 3.070], [3.772, 0.545, 2.886], [3.828, -0.059, 4.083]],
  "atomic_forces_ev_per_a": [[0.0, 0.1, 0.0], [0.0, -0.1, 0.1], [0.0, 0.0, 0.0], [0.0, 0.0, 0.0], [0.1, -0.1, 0.1], [0.0, 0.1, 0.0], [0.0, 0.0, 0.0], [0.0, 0.1, 0.0], [-0.2, -0.1, 0.0], [0.1, 0.1, -0.1], [0.1, 0.0, -0.1], [0.0, 0.0, 0.2], [0.0, 0.0, 0.0], [0.0, 0.1, 0.0], [0.0, 0.0, 0.0], [0.0, 0.0, 0.0], [0.0, 0.0, 0.0], [0.0, 0.0, 0.0], [-0.1, 0.0, 0.0], [0.0, 0.0, 0.0], [0.0, 0.0, 0.0], [0.0, 0.0, 0.0], [0.0, 0.0, 0.0], [0.0, 0.0, 0.0], [0.0, 0.0, 0.0], [0.0, 0.0, 0.0], [0.0, 0.0, 0.0], [0.0, 0.0, 0.0], [0.0, 0.0, 0.0], [0.0, 0.0, 0.0], [0.0, 0.0, 0.0], [0.0, 0.0, 0.0], [0.0, -0.1, 0.0], [0.0, 0.1, 0.0], [0.0, 0.0, -0.1], [0.0, 0.0, 0.1], [0.0, 0.0, 0.0], [0.0, 0.0, 0.0], [0.0, 0.0, 0.1], [0.0, 0.0, 0.0], [0.0, 0.0, 0.0], [0.0, 0.0, 0.0], [0.0, 0.0, 0.0], [0.0, 0.0, 0.0], [0.0, 0.0, 0.0], [0.0, 0.0, 0.0], [0.0, 0.0, 0.0], [0.0, 0.0, 0.0], [0.0, 0.0, 0.0], [0.0, 0.0, 0.0], [0.0, 0.0, 0.0], [0.0, 0.0, 0.0], [0.0, 0.0, 0.0], [0.0, 0.0, 0.0], [0.0, 0.0, 0.0], [0.0, 0.0, 0.0], [0.0, 0.0, 0.0], [0.0, 0.0, 0.0], [0.0, 0.0, 0.0], [0.0, 0.0, 0.0], [0.0, 0.0, 0.0], [0.0, 0.0, 0.0], [0.0, 0.0, 0.0], [0.0, 0.0, 0.1], [0.0, 0.0, 0.0], [-0.1, 0.1, -0.1], [0.0, -0.1, -0.1], [0.0, 0.0, 0.1], [0.1, 0.0, 0.0], [0.0, 0.0, 0.0], [0.0, 0.0, 0.0], [0.0, 0.0, 0.0], [0.0, 0.0, 0.0]],
  "gap_ev": 6.45,
  "homo_energy_ev": -4.362,
  "total_energy_ev": -128056.2850,
  "charge": -1
}

=====

[3]
{
  "formula": "C23H20N4",
  "method": "ωB97M-V with the def2-TZVPD basis set",
  "elements": ["C", "N", "C", "C", "C", "N", "C", "N", "C", "C", "C", "C", "C", "C", "N", "C", "C", "C", "C", "C", "C", "C", "C", "C", "C", "C", "C", "H", "H", "H", "H", "H", "H", "H", "H", "H", "H", "H", "H", "H", "H", "H", "H", "H", "H", "H", "H"],
  "xyz": [[2.467, -0.446, 2.830], [1.750, 0.149, 1.658], [1.190, 1.514, 1.552], [1.187, 2.371, 2.814], [1.750, 3.612, 2.871], [1.617, 4.220, 4.195], [0.829, 3.326, 4.886], [0.589, 2.254, 4.072], [-0.220, 1.205, 4.593], [1.601, -0.660, 0.494], [2.682, -1.264, -0.110], [2.546, -2.222, -1.145], [1.281, -2.286, -1.772], [1.304, -3.060, -2.970], [1.226, -3.620, -4.018], [0.201, -1.636, -1.285], [-1.120, -1.729, -1.841], [-2.042, -2.702, -1.475], [-3.362, -2.604, -1.808], [-3.842, -1.499, -2.592], [-2.909, -0.655, -3.082], [-3.341, 0.339, -3.950], [-2.390, 1.334, -4.408], [-0.981, 1.200, -4.115], [-0.575, 0.193, -3.308], [-1.544, -0.666, -2.703], [0.379, -0.867, -0.108], [1.933, -1.306, 3.155], [2.259, 0.281, 3.757], [3.455, -0.531, 2.762], [0.112, 1.429, 1.312], [1.650, 2.053, 0.761], [2.198, 4.057, 1.954], [0.464, 3.444, 5.936], [-1.304, 1.371, 4.599], [-0.085, 0.234, 4.034], [0.017, 1.021, 5.597], [3.622, -0.940, 0.215], [3.413, -2.786, -1.331], [-1.642, -3.517, -0.989], [-4.022, -3.417, -1.498], [-4.906, -1.415, -2.912], [-4.443, 0.337, -4.103], [-2.745, 2.181, -4.938], [-0.360, 1.916, -4.571], [0.493, 0.049, -3.287], [-0.382, -0.264, 0.270]],
  "atomic_forces_ev_per_a": [[-5.4, 4.0, 1.8], [0.4, -0.4, -0.2], [-1.9, -1.2, 2.3], [0.4, 1.3, 0.6], [0.3, 0.9, 1.6], [-1.7, -2.1, -1.1], [2.6, 1.9, -3.1], [-0.8, -0.8, 0.7], [-1.2, -2.3, -1.7], [-0.1, 0.3, 0.3], [-0.2, -1.6, -0.9], [-1.2, 2.9, 2.1], [3.1, -1.8, -0.3], [-1.5, -2.3, -4.5], [0.5, 2.0, 4.0], [0.2, 1.0, 2.3], [-2.1, 1.0, -1.1], [1.4, 1.9, -0.9], [-2.5, 1.1, -1.4], [-0.9, -4.2, 2.1], [1.4, 1.9, -0.6], [1.4, 3.4, -1.3], [-1.5, -2.7, 1.5], [-3.0, -0.2, -0.1], [-0.3, 0.3, -0.3], [1.1, -1.7, 0.3], [0.4, -0.3, -1.1], [0.0, -1.2, -0.1], [0.7, -1.3, -2.1], [4.0, -0.6, -0.6], [0.4, -0.1, -0.3], [0.6, 0.7, -0.5], [0.0, 0.1, 1.4], [0.4, -0.3, -1.3], [0.1, 0.5, -0.4], [0.1, 1.1, 0.5], [0.6, -0.3, 1.5], [1.6, -0.2, 0.6], [0.7, -0.6, -1.1], [0.4, -1.8, 1.4], [0.0, 0.4, -0.1], [1.0, -0.1, 0.5], [1.0, 0.6, -0.4], [-0.2, 0.5, -0.6], [1.0, 0.5, -0.4], [0.1, -0.4, 0.8], [-1.7, 0.4, 0.4]],
  "smiles": "CN(Cc1cncn1C)c1ccc(C#N)c(-c2cccc3ccccc23)c1",
  "gap_ev": 8.34,
  "homo_energy_ev": -8.157,
  "total_energy_ev": -30132.5502,
  "charge": 0
}

=====

[4]
{
  "formula": "C4H4O",
  "method": "ωB97M-V with the def2-TZVPD basis set",
  "elements": ["C", "C", "C", "C", "O", "H", "H", "H", "H"],
  "xyz": [[-0.900, 0.010, 1.354], [-2.424, 0.218, 1.354], [0.160, -0.335, 0.361], [0.497, 0.166, -1.015], [0.329, 0.386, 1.610], [0.417, -1.428, 0.259], [0.190, 1.250, -1.183], [0.059, -0.475, -1.659], [1.673, 0.207, -1.081]],
  "atomic_forces_ev_per_a": [[-7.8, 1.0, -2.1], [7.1, -1.1, 0.3], [-0.8, -2.1, -0.4], [3.0, 5.0, 2.9], [1.8, 0.0, 0.3], [0.0, 1.0, 1.5], [0.1, -1.4, 0.1], [-1.1, -1.9, -2.4], [-2.2, -0.5, -0.1]],
  "gap_ev": [7.92, 7.92],
  "homo_energy_ev": [-8.881, -8.880],
  "total_energy_ev": -6252.5834,
  "charge": 0
}

=====

[5]
{
  "formula": "C4H12N3",
  "method": "ωB97M-V with the def2-TZVPD basis set",
  "elements": ["N", "C", "C", "C", "N", "C", "N", "H", "H", "H", "H", "H", "H", "H", "H", "H", "H", "H", "H"],
  "xyz": [[-1.854, 0.538, 1.352], [-1.624, 0.622, -0.107], [-1.109, -0.652, -0.706], [0.383, -0.730, -0.363], [0.896, -1.040, 0.910], [1.234, -0.046, -1.158], [2.141, 0.901, -0.325], [-1.730, 1.528, 1.621], [-2.837, 0.418, 1.587], [-2.639, 0.821, -0.483], [-0.882, 1.450, -0.411], [-1.338, -0.772, -1.752], [-1.583, -1.478, -0.151], [0.194, -0.712, 1.601], [0.971, -2.002, 1.213], [1.269, 0.265, -2.207], [2.774, 1.413, -0.939], [1.661, 1.447, 0.382], [2.764, 0.261, 0.219]],
  "atomic_forces_ev_per_a": [[1.2, 1.8, 0.4], [-1.0, 1.2, -0.4], [0.7, -2.6, 1.4], [0.0, 0.5, -1.8], [-1.4, 1.3, 1.8], [0.2, 1.7, 0.9], [2.2, -3.0, -0.5], [0.1, -0.7, 0.5], [0.1, -0.5, -0.4], [0.7, 0.2, -0.9], [-1.4, -0.8, 0.7], [0.2, 0.2, -0.4], [-0.2, 0.1, -0.5], [0.3, 0.1, -0.3], [0.3, -0.5, -0.9], [-0.8, -0.2, 0.5], [-0.3, 0.5, 0.2], [-0.3, 0.3, -0.3], [-0.5, 0.6, -0.1]],
  "smiles": "NCC/C(N)=C/[NH3+]",
  "gap_ev": 9.65,
  "homo_energy_ev": -13.327,
  "total_energy_ev": -8804.4665,
  "charge": 1
}

=====

[6]
{
  "formula": "C4H6NO2",
  "method": "ωB97M-V with the def2-TZVPD basis set",
  "elements": ["C", "C", "C", "N", "O", "O", "C", "H", "H", "H", "H", "H", "H"],
  "xyz": [[1.516, -0.978, 0.270], [0.267, -0.260, 0.129], [-0.461, 0.464, 1.048], [-1.524, 1.126, 0.359], [-2.341, 1.822, 0.827], [-1.475, 0.888, -0.928], [-0.415, -0.040, -1.187], [2.376, -0.348, 0.764], [1.664, -1.241, -0.729], [1.322, -1.623, 1.111], [-0.535, 0.630, 2.101], [0.173, 0.462, -1.961], [-0.567, -0.903, -1.805]],
  "atomic_forces_ev_per_a": [[0.6, 2.2, 2.4], [-1.8, 3.1, 1.0], [-0.3, -0.5, -1.5], [1.1, -0.9, 1.5], [-0.2, 0.2, -0.4], [-1.1, -0.7, -1.5], [1.7, 1.2, -0.1], [-1.6, -0.7, -1.5], [1.5, -1.8, -1.0], [0.3, -1.5, -0.4], [0.6, -0.1, 0.4], [0.8, 0.6, 0.6], [-1.6, -1.0, 0.4]],
  "smiles": "CC1=C[N+](=O)OC1",
  "gap_ev": 9.54,
  "homo_energy_ev": -15.834,
  "total_energy_ev": -9818.3629,
  "charge": 1
}

=====

[7]
{
  "formula": "CH5FSi",
  "method": "ωB97M-V with the def2-TZVPD basis set",
  "elements": ["C", "F", "Si", "H", "H", "H", "H", "H"],
  "xyz": [[1.293, 0.506, 0.159], [2.091, -0.516, -0.348], [-1.340, -0.344, -0.205], [1.119, 0.258, 1.170], [1.728, 1.432, -0.196], [-0.899, -1.601, -0.720], [-1.976, 0.887, -0.836], [-2.017, -0.622, 0.976]],
  "atomic_forces_ev_per_a": [[-1.8, -2.1, -1.1], [-0.4, 0.2, -0.2], [3.2, 2.9, -0.8], [0.4, 0.7, 1.2], [-0.6, 0.3, 0.3], [-0.1, -0.6, -1.0], [0.2, -1.1, -0.2], [-0.8, -0.2, 1.8]],
  "gap_ev": [8.12, 8.13],
  "homo_energy_ev": [-8.221, -8.222],
  "total_energy_ev": -11709.1676,
  "charge": 0
}